{
  "formula": "C61H46InNO4P3SiTe",
  "method": "ωB97M-V with the def2-TZVPD basis set",
  "symbols": ["In", "C", "C", "C", "C", "C", "C", "P", "C", "C", "C", "C", "C", "C", "C", "C", "C", "C", "C", "C", "Si", "C", "C", "C", "C", "C", "C", "P", "C", "C", "C", "C", "C", "C", "C", "C", "C", "C", "C", "C", "C", "C", "C", "C", "C", "C", "P", "C", "C", "C", "C", "C", "C", "C", "C", "C", "C", "C", "C", "H", "H", "H", "H", "H", "H", "H", "H", "H", "H", "H", "H", "H", "H", "H", "H", "H", "H", "H", "H", "H", "H", "H", "H", "H", "H", "H", "H", "H", "H", "H", "H", "H", "H", "H", "H", "H", "H", "H", "H", "H", "H", "Te", "O", "C", "O", "C", "C", "C", "C", "C", "C", "N", "O", "O", "H", "H", "H", "H"],
  "coordinates": [[-0.651323, 0.835185, 0.063173], [-5.585514, -1.946490, -1.769272], [-5.597753, -1.402498, -0.509312], [-4.460526, -1.434250, 0.296268], [-3.256024, -1.958062, -0.150592], [-3.241192, -2.451662, -1.469637], [-4.393264, -2.484209, -2.247853], [-1.634436, -1.744289, 0.732761], [-1.923826, -2.028037, 2.490127], [-2.713349, -1.129456, 3.226534], [-3.146152, -1.469078, 4.519949], [-2.671384, -2.642084, 5.112005], [-1.823315, -3.462895, 4.356974], [-1.333091, -3.106271, 3.129957], [-0.794354, -3.225013, 0.086747], [-1.525643, -4.378857, -0.056147], [-0.975170, -5.473391, -0.776294], [0.319641, -5.355615, -1.307183], [1.071074, -4.211565, -1.089554], [0.432706, -3.035812, -0.610953], [1.130548, -1.276604, -0.928698], [0.617976, -1.012489, -2.784356], [0.471860, -2.091147, -3.663709], [0.411929, -1.918485, -5.032217], [0.495110, -0.617972, -5.588099], [0.491937, 0.479228, -4.731110], [0.479593, 0.265886, -3.371423], [0.187736, 1.727816, -2.346232], [-0.798486, 2.913318, -3.278727], [-1.965065, 2.545243, -4.012466], [-2.940091, 3.488650, -4.301609], [-2.754021, 4.852476, -4.036740], [-1.524156, 5.252555, -3.440264], [-0.604378, 4.302963, -3.013446], [1.901228, 2.376177, -2.056055], [2.200817, 3.184958, -0.926691], [3.447392, 3.799175, -0.827055], [4.413424, 3.648462, -1.854567], [4.052958, 2.945394, -2.970639], [2.842210, 2.250682, -3.070144], [3.106677, -1.243244, -0.858741], [3.750596, -1.586207, -2.045309], [5.154955, -1.703977, -2.148870], [5.932227, -1.351760, -1.057549], [5.326396, -0.832479, 0.060317], [3.935035, -0.913771, 0.261039], [3.428512, -0.614601, 1.931811], [3.175325, -2.158968, 2.872684], [3.242129, -2.083170, 4.282450], [3.036310, -3.238360, 5.026600], [2.640361, -4.419385, 4.409178], [2.470947, -4.442216, 3.039335], [2.709499, -3.304684, 2.248908], [4.600547, 0.505036, 2.655026], [4.505275, 1.849393, 2.235603], [5.155211, 2.844327, 2.970707], [5.860907, 2.526159, 4.147330], [6.014892, 1.161907, 4.478341], [5.417422, 0.154145, 3.741881], [-6.482195, -1.905851, -2.395838], [-6.511969, -0.978121, -0.094215], [-4.524863, -0.903642, 1.252572], [-2.281528, -2.754209, -1.929820], [-4.397117, -2.933568, -3.256315], [-2.875303, -0.140773, 2.839195], [-3.810704, -0.836072, 5.066731], [-3.040737, -3.050146, 6.059648], [-1.497256, -4.388185, 4.762662], [-0.540072, -3.659015, 2.659898], [-2.436970, -4.512769, 0.498130], [-1.539193, -6.423611, -0.904992], [0.761620, -6.207639, -1.836670], [2.119316, -4.167130, -1.427233], [0.543766, -3.115865, -3.292777], [0.277319, -2.784369, -5.682684], [0.393197, -0.566927, -6.684299], [0.469255, 1.483915, -5.188102], [-2.132255, 1.477666, -4.274672], [-3.889133, 3.176400, -4.782042], [-3.561700, 5.588024, -4.256376], [-1.316989, 6.288593, -3.279521], [0.202023, 4.682478, -2.370589], [1.419470, 3.359889, -0.183436], [3.709943, 4.414427, 0.031748], [5.346776, 4.191723, -1.785872], [4.666894, 2.885408, -3.865727], [2.668381, 1.723315, -4.006052], [3.138490, -1.925728, -2.869183], [5.551363, -1.966802, -3.105367], [6.997540, -1.484423, -1.080481], [5.914909, -0.268014, 0.794018], [3.382081, -1.108056, 4.744577], [3.154690, -3.149708, 6.106640], [2.507974, -5.284848, 4.998204], [2.077145, -5.308616, 2.536202], [2.477759, -3.372314, 1.166035], [3.919653, 2.171938, 1.389933], [4.948566, 3.883739, 2.692316], [6.201747, 3.289437, 4.834468], [6.598703, 0.877706, 5.348335], [5.670777, -0.829970, 4.009305], [1.186173, 0.253705, 2.386404], [-1.721068, 2.851981, 0.967455], [-2.803345, 2.287322, 0.712165], [-2.918150, 1.118470, 0.227718], [-4.073740, 3.109886, 0.963022], [-4.020686, 4.377702, 1.613024], [-5.091239, 5.294804, 1.664542], [-6.323109, 4.943395, 1.186692], [-6.389882, 3.699431, 0.509538], [-5.336514, 2.799205, 0.417577], [-7.741079, 3.222876, 0.257264], [-7.873248, 2.006095, 0.107842], [-8.626916, 4.096236, 0.292125], [-3.057377, 4.570687, 2.106137], [-4.881004, 6.259307, 2.121305], [-7.168929, 5.599601, 1.280440], [-5.560121, 1.880931, -0.095772]],
  "atomic_forces_ev_per_a": [[1.279, -0.823, 1.140], [-0.104, -0.131, -0.536], [-0.202, -0.017, 0.855], [-0.247, 0.704, 0.492], [0.059, 0.076, -0.225], [0.581, -0.007, -0.404], [-0.129, -0.168, -0.518], [-0.313, 0.321, -0.550], [-0.040, 0.408, -0.158], [0.125, -0.684, 0.615], [1.038, -0.441, -0.206], [-0.656, -0.744, -0.963], [0.235, 0.511, 1.115], [-0.724, 0.098, -0.266], [0.453, 1.193, -1.184], [1.216, -2.573, -0.064], [-0.448, 0.398, 0.145], [-0.157, -0.776, 0.610], [-0.348, 0.881, -0.621], [0.726, -0.931, 0.934], [-0.172, 1.256, 0.768], [0.446, -0.587, -0.168], [0.680, -0.356, -0.017], [-0.230, 0.918, -0.677], [-0.675, -1.402, -0.150], [-0.163, -0.333, -1.846], [0.026, 0.585, 0.905], [0.628, 0.006, 0.246], [-0.072, 1.203, -0.621], [0.607, -0.630, 0.646], [-0.633, 0.467, -0.512], [0.626, 0.206, 0.285], [-1.302, -1.047, -0.506], [-0.326, -0.308, 0.103], [-0.608, 0.709, -0.144], [-0.087, -0.231, -0.587], [0.513, -0.322, -0.355], [-1.130, 0.658, 0.990], [-0.011, -0.963, -1.069], [0.378, 0.714, 0.235], [-0.959, -0.846, 0.522], [1.211, -0.363, -0.029], [-1.740, 0.447, 0.371], [0.072, 0.117, -0.604], [-0.236, 0.333, 0.751], [0.201, 0.111, -1.475], [-1.566, -0.454, 0.714], [0.679, 0.853, -0.012], [0.008, -0.631, -0.528], [0.048, 1.054, 0.205], [0.495, 0.666, -0.417], [-0.366, 0.597, -0.500], [-0.016, -0.882, -0.162], [0.367, -0.033, 0.211], [0.776, 0.022, 0.906], [-0.280, -0.085, 0.584], [-0.613, -0.921, -0.538], [0.133, 0.907, 0.097], [0.137, 1.924, -0.587], [0.337, -0.147, 0.212], [0.188, 0.034, -0.172], [0.141, -0.460, -0.240], [-0.737, -0.001, 0.351], [0.288, 0.361, 0.577], [-0.575, 0.157, -0.382], [-0.209, 0.500, 0.201], [0.102, 0.540, -0.263], [0.388, -0.634, 0.556], [-0.065, -0.402, -0.268], [-0.412, 0.040, -0.112], [0.400, 0.884, 0.108], [-0.130, 0.273, 0.253], [-0.574, 0.058, -0.039], [-0.201, 0.303, 0.041], [0.178, 0.227, 0.086], [0.318, 0.441, 0.616], [-0.082, -0.506, 0.543], [0.107, 0.876, 0.282], [0.742, 0.095, 0.345], [0.858, -0.652, 0.112], [0.001, 0.497, 0.212], [-0.036, -0.509, -0.509], [0.299, -0.157, -0.035], [-0.225, -0.124, -0.067], [0.060, -0.123, -0.039], [0.363, 0.110, 0.327], [-0.249, -0.071, 0.386], [0.036, 0.261, -0.306], [0.481, -0.469, -0.280], [0.397, 0.341, -0.123], [0.002, -0.841, -0.032], [0.187, -0.351, 0.054], [-0.166, -0.283, -0.182], [-0.281, -0.900, 0.477], [0.009, -0.355, 0.008], [0.461, 0.277, 0.809], [-0.271, -0.356, -0.131], [0.364, -0.329, 0.115], [0.212, 0.056, -0.207], [0.018, 0.124, -0.028], [-0.256, -1.273, 0.145], [-0.175, 0.639, -0.576], [-0.660, 0.480, -0.011], [-0.392, 0.275, 0.213], [-0.938, 0.890, 0.058], [-1.414, 1.575, -0.119], [0.778, -1.053, -0.227], [1.521, -0.510, 0.513], [0.494, -0.801, -1.125], [0.015, 0.715, 1.721], [0.383, 0.229, -0.058], [-0.341, 0.128, -0.077], [-0.816, 1.563, -0.102], [0.514, -2.002, -0.410], [-0.447, 0.337, -0.389], [-0.332, -0.171, 0.055], [-0.192, -0.093, -0.091], [0.347, -0.366, -0.018]],
  "mulliken_charge": [2.039, -0.703, -0.562, -0.633, 0.787, 0.032, -0.824, 0.863, 0.315, -0.271, -0.742, -0.583, -0.763, -0.615, -0.453, 0.314, -0.937, -0.773, -0.353, 0.591, -1.566, 0.608, -0.303, -0.898, -1.097, 0.387, -0.557, 0.124, 0.743, -0.396, -0.613, -0.507, -0.690, -0.457, 0.336, -0.149, -0.448, -0.746, -0.458, -0.253, 0.759, -0.468, -0.832, -0.929, -0.594, 0.674, 0.939, 0.380, -0.653, -0.765, -0.695, -0.596, 0.160, 0.178, -0.357, -0.382, -0.690, -0.549, -0.605, 0.363, 0.430, 0.157, 0.113, 0.382, 0.462, 0.464, 0.335, 0.443, 0.569, 0.527, 0.300, 0.425, 0.443, 0.207, 0.427, 0.305, 0.476, 0.310, 0.340, 0.324, 0.434, 0.196, 0.409, 0.407, 0.404, 0.380, 0.196, 0.351, 0.460, 0.401, 0.324, 0.566, 0.354, 0.458, 0.429, -0.034, 0.377, 0.357, 0.378, 0.393, 0.680, -0.416, -0.887, 0.443, -0.725, 0.023, -0.217, -0.707, -0.300, 0.211, -0.279, 0.970, -0.565, -0.635, 0.345, 0.362, 0.441, 0.446],
  "gap_ev": [2.995, 2.996],
  "charge": -1,
  "relative_energy_kcal_mol": 96.1,
  "homo_energy_ev": [-1.5, -1.5],
  "mol_weight_g_mol": 1220.47
}